(1)
8
Properties=species:S:1:pos:R:3:forces:R:3 method="wB97M-V/def2-TZVPD" multiplicity=1 total_charge=0 smiles="N#CN=C=N.F" energy_ha=-341.4912
C 1.425 0.452 -0.094 0.0463 -0.4920 -0.8623
C -0.846 1.188 -0.083 -1.5434 -0.0122 -0.0764
N 0.432 1.157 -0.067 2.1261 0.1354 0.2638
N 2.400 -0.186 -0.386 -5.3481 2.0711 -2.2860
N -1.987 1.316 -0.158 0.2928 0.3445 -0.0241
F -3.779 -0.430 -0.108 -1.4391 -2.1760 0.4071
H 3.168 -0.419 0.046 4.8489 -1.5955 2.8650
H -3.392 0.350 -0.349 1.0164 1.7247 -0.2871

(2)
15
Properties=species:S:1:pos:R:3:forces:R:3 method="wB97M-V/def2-TZVPD" multiplicity=1 total_charge=0 smiles="[H]/N=N/C=C.C=NN" energy_ha=-337.8596
C 1.261 -0.416 -0.721 -0.7574 -1.2914 -0.5522
N 1.698 0.821 -0.490 -0.4491 2.0764 -0.7076
N 1.633 1.329 0.741 0.2729 -0.4869 0.9076
C -0.754 -0.804 0.201 -0.9090 3.4567 1.0790
C -1.467 -1.930 -0.006 -0.8945 -0.3395 -0.8540
N -1.251 0.550 -0.507 1.6407 -1.5901 -1.0294
N -1.267 1.539 0.217 1.5559 -0.5978 0.9625
H 2.039 2.246 0.845 0.0159 -0.0060 -0.3955
H 0.753 1.244 1.256 0.3538 -0.3949 -0.2341
H -1.154 2.397 -0.357 -1.3657 -0.3665 -0.2015
H 2.002 -1.191 -0.553 -0.4348 -0.5633 1.2790
H 0.806 -0.604 -1.692 0.3908 0.5365 -0.3152
H -0.498 -0.570 1.234 -0.0397 0.0046 -0.0015
H -1.868 -2.160 -0.984 -0.1345 0.1357 -0.1291
H -1.934 -2.453 0.815 0.7547 -0.5734 0.1920

(3)
12
Properties=species:S:1:pos:R:3:forces:R:3 method="wB97M-V/def2-TZVPD" multiplicity=1 total_charge=0 energy_ha=-662.5483
C -0.098 1.048 -0.335 -0.4748 -0.3449 2.5453
C 0.995 0.168 -0.187 -0.1932 -0.9301 -2.1257
N -1.309 0.548 0.804 -0.5689 0.7914 -1.5193
N -1.505 -0.760 0.635 2.0546 -1.3246 1.0512
O -0.478 -1.535 0.828 0.0063 0.4566 0.5831
S 1.513 -0.811 -1.541 -0.0988 0.1530 -0.2557
H 0.042 2.105 -0.128 -0.0407 -0.1033 0.4478
H -0.614 0.929 -1.227 -0.8780 -0.1117 -1.8007
H 1.643 0.113 0.608 1.1171 0.3465 1.8300
H -0.869 0.544 1.697 0.7799 0.6260 0.7362
H -2.036 -1.168 -0.076 -1.5692 0.4334 -1.6276
H 2.716 -1.179 -1.077 -0.1341 0.0078 0.1354

(4)
9
Properties=species:S:1:pos:R:3:forces:R:3 method="wB97M-V/def2-TZVPD" multiplicity=1 total_charge=0 energy_ha=-263.2154
C 0.609 0.463 -0.674 -3.3344 -2.9190 1.5345
C -0.328 0.425 0.273 1.0587 2.2957 0.5633
N 0.366 -0.892 -1.034 -4.4832 0.3895 1.0932
N -0.531 -0.958 0.395 2.6300 -0.1312 -1.9590
O -0.778 1.436 1.073 0.1079 -0.8059 0.9823
H 1.191 0.982 -1.285 2.3252 2.8690 -1.7819
H 1.167 -1.412 -1.019 2.5646 -2.3154 0.7821
H -1.446 -1.397 0.375 -0.1632 0.3291 -0.6741
H -0.250 1.352 1.898 -0.7056 0.2881 -0.5403

(5)
16
Properties=species:S:1:pos:R:3:forces:R:3 method="wB97M-V/def2-TZVPD" multiplicity=1 total_charge=+1 energy_ha=-634.3326
O -0.238 -1.443 -0.082 -1.0808 1.5619 1.1626
C -0.580 -0.734 0.972 1.7610 -3.4309 -5.9515
O 0.273 -0.171 1.720 3.8078 -1.0985 -1.3367
Sn -1.210 0.480 2.669 -3.5230 5.5102 7.7486
O -1.814 -0.581 1.204 -1.6261 -1.7364 -2.0040
C 1.109 -1.592 -0.418 0.9669 -5.0680 -0.4772
H 1.783 -1.415 0.420 0.0015 0.5980 -0.6213
H 2.380 -2.936 -1.428 -0.0699 0.7277 -0.5479
C 1.399 -2.459 -1.445 -1.3524 0.1432 3.9643
H 0.598 -2.943 -2.006 0.2823 0.5042 -0.1470
C 1.882 0.361 -1.907 1.3448 -0.0678 -3.8448
C 2.047 -0.514 -2.964 0.1377 4.0634 0.8114
H 0.987 0.987 -1.829 0.0030 -0.5963 0.2547
H 1.257 -0.607 -3.715 0.1089 -0.3626 0.4403
H 2.754 0.681 -1.330 -0.3705 -0.3733 0.1056
H 3.047 -0.837 -3.264 -0.3913 -0.3747 0.4429

(6)
11
Properties=species:S:1:pos:R:3:forces:R:3 method="wB97M-V/def2-TZVPD" multiplicity=1 total_charge=0 energy_ha=-322.4299
O 0.024 1.164 1.607 -0.3548 -0.9854 0.0423
C 0.062 0.378 0.704 -0.4457 -0.1988 1.3685
C 0.898 -0.864 0.367 0.2118 -0.1061 0.3521
O -0.162 -1.294 -0.522 -0.0692 -0.0003 -0.1117
C -0.918 -0.151 -0.345 -0.7334 0.1407 0.0478
N -2.017 0.211 -0.815 0.3503 -0.2712 0.2373
H 0.782 1.852 -0.028 0.6761 0.5514 -1.3660
H 0.932 1.489 -0.665 0.4357 0.8143 -0.5223
H 1.855 -0.807 -0.161 -0.2164 0.2885 0.2216
H 0.971 -1.470 1.270 0.0780 -0.3362 -0.1415
H -2.428 -0.507 -1.413 0.0676 0.1028 -0.1282

(7)
12
Properties=species:S:1:pos:R:3:forces:R:3 method="wB97M-V/def2-TZVPD" multiplicity=2 total_charge=+1 energy_ha=-437.8889
C 0.709 1.875 1.054 0.4687 0.2257 0.2272
C 0.524 3.075 1.263 0.1074 -0.6683 -0.5284
H 0.345 4.136 1.335 0.0248 -0.4580 0.1491
C 0.781 0.902 -2.026 2.9164 0.3587 -0.4405
C 1.631 -0.300 -2.028 -1.2127 -0.5312 -1.0221
O 2.079 -0.838 -0.993 0.4488 -0.0862 -0.0309
Li 1.595 0.047 0.792 -0.5813 0.9455 0.4119
H -0.253 0.561 -2.204 -0.0195 0.5170 1.1833
H 1.313 1.488 -1.215 -2.4561 0.0042 0.0759
H 0.997 1.488 -2.932 0.0311 -0.3944 -0.1643
H 1.770 -0.824 -2.990 0.3262 0.0072 0.1939
Mg 3.313 -2.575 -0.899 -0.0537 0.0798 -0.0550

(8)
66
Properties=species:S:1:pos:R:3:forces:R:3 method="wB97M-V/def2-TZVPD" multiplicity=5 total_charge=+3 energy_ha=-2252.1278
C -0.171 -0.018 -5.465 0.1808 0.4485 -0.4655
I -0.319 -0.060 -3.331 -0.0068 0.0191 -0.7780
H 0.883 0.101 -5.723 -0.0941 -0.1538 0.1799
H -0.771 0.822 -5.822 -0.0282 -0.1929 0.2243
H -0.567 -0.970 -5.824 -0.0259 -0.0700 0.1776
Ru -0.363 0.042 0.236 -1.3833 0.1159 2.4098
P 0.200 2.156 -0.268 -0.7365 3.2297 0.3567
C -1.367 3.044 -0.571 0.2129 -0.0012 -0.0729
C 0.800 2.928 1.277 0.3628 -0.1614 -0.0104
H 1.042 3.985 1.109 -0.0016 -0.2182 -0.0040
H 1.388 3.764 -1.634 -0.1147 -0.2981 -0.0540
H 1.693 2.391 1.626 -0.1484 0.2503 -0.0123
H 2.303 2.240 -1.432 -0.1136 0.1283 -0.1456
H -2.062 2.819 0.250 0.1947 0.0841 -0.2505
H 0.014 2.854 2.043 0.1720 -0.0322 -0.3750
C 1.308 2.668 -1.602 0.4126 -0.3087 0.0392
H -1.173 4.123 -0.614 -0.1329 -0.1686 -0.0584
H 0.926 2.289 -2.563 0.1259 0.2995 0.0986
H -1.792 2.695 -1.519 -0.0403 0.2205 0.1379
P 0.159 -2.105 -0.061 -0.4760 -3.4847 0.9383
C -1.411 -3.050 -0.129 0.1892 0.0528 -0.2959
C 1.301 -2.832 -1.270 0.1442 0.4169 -0.2983
H 1.750 -2.207 1.749 -0.0939 -0.1940 0.1428
H 0.939 -3.798 1.525 0.0262 0.2336 -0.1766
H 0.083 -2.437 2.325 0.2568 -0.0697 -0.2833
C 0.799 -2.710 1.540 0.2110 0.3072 0.0229
H 2.289 -2.372 -1.137 -0.1648 -0.1210 -0.1113
H 1.395 -3.915 -1.095 -0.1784 0.3427 -0.0172
H -1.211 -4.119 0.013 -0.0963 0.1998 -0.1097
H -1.914 -2.878 -1.089 -0.0269 -0.1844 0.2318
H 0.959 -2.644 -2.296 0.1652 -0.2206 0.2362
H -2.053 -2.688 0.687 0.1285 -0.1312 -0.2587
C -1.978 -0.052 -0.663 -3.2956 -0.4152 -1.5048
O -3.059 -0.122 -1.109 3.6766 0.3248 1.5218
C 3.879 1.632 4.379 0.2363 0.2767 -0.0001
C 3.140 0.326 4.512 -0.4125 0.5596 0.1231
C 3.858 -0.848 4.307 0.3018 -0.1859 -0.0607
C 3.261 -2.102 4.447 -0.9955 -0.6158 0.2808
C 1.913 -2.169 4.759 1.0447 -0.7474 -0.4092
C 1.155 -0.984 4.915 -2.0446 -0.1834 0.2323
N -0.200 -1.205 5.097 2.0011 -0.4894 -0.1939
C -1.307 -0.367 5.304 -1.9719 0.9121 -0.0352
C -2.034 -0.503 6.505 0.6645 -0.0132 -0.3130
C -3.141 0.311 6.749 -0.2520 0.3168 -0.4288
C -3.582 1.221 5.773 0.2114 -0.1883 0.2831
C -2.942 1.275 4.535 -0.1140 -0.1937 0.3455
C -1.842 0.465 4.279 0.6270 -0.1965 0.0045
C -1.297 0.488 2.882 -0.2627 0.5376 -0.2495
O -1.889 1.187 2.004 1.0486 -0.9445 -0.1326
O -0.260 -0.207 2.591 -0.1959 0.2019 -1.1750
C 1.774 0.292 4.837 0.7993 0.4566 -0.2570
C 1.081 1.596 5.059 -0.2353 0.2970 0.3514
H 3.488 2.272 3.576 -0.1015 -0.1593 0.1839
H 3.850 2.228 5.300 -0.0996 -0.1608 -0.1473
H 4.937 1.464 4.153 -0.2213 -0.0556 0.0534
H 4.913 -0.770 4.045 -0.2428 -0.1001 0.1050
H 3.837 -3.019 4.321 -0.1248 0.2724 0.0490
H 1.410 -3.139 4.855 0.2500 0.3839 0.0306
H -0.468 -2.182 5.032 0.2500 -0.0289 0.3181
H -1.694 -1.236 7.249 -0.1423 0.4528 -0.2600
H -3.678 0.238 7.698 0.2337 -0.0268 -0.3139
H -4.432 1.878 5.967 0.2430 -0.2719 0.0022
H -3.291 1.924 3.736 -0.0282 -0.1415 0.2387
H 1.027 2.185 4.131 0.0864 -0.1588 0.2084
H 0.073 1.504 5.453 0.1912 0.0102 -0.0412
H 1.648 2.188 5.789 -0.0454 -0.0637 -0.2278

(9)
20
Properties=species:S:1:pos:R:3:forces:R:3 method="wB97M-V/def2-TZVPD" multiplicity=1 total_charge=+1 energy_ha=-290.5225
C -1.537 -0.789 0.419 -0.0241 -1.5639 0.7597
C -0.688 0.231 1.185 1.2589 -1.6319 -0.2620
N 0.173 0.843 0.008 -0.1634 1.4131 0.9157
C -0.343 1.456 -1.265 -1.5758 -0.7212 -0.7365
C 0.423 -0.380 2.148 -0.1519 0.2662 -1.9293
H -1.022 -1.090 -0.505 -0.1447 -0.4360 0.4810
H -2.021 -1.703 0.947 1.3950 1.6451 -0.5161
H -2.348 -0.206 0.123 -1.7284 0.6449 -0.9191
H -1.344 0.956 1.641 0.3078 0.5145 0.1381
H 0.726 0.017 -0.149 0.9169 -0.1745 -0.9097
H 0.750 1.602 0.345 0.5685 -0.3006 0.8479
H -0.372 0.671 -2.036 0.5234 0.5182 0.1597
H 0.136 2.412 -1.603 0.0628 -1.2139 0.6867
H -1.392 1.660 -1.100 -0.2437 0.3788 0.1136
H 1.135 -1.003 1.472 -1.2200 0.6297 1.4597
H 1.007 0.437 2.578 -0.0126 -0.1482 0.0895
H -0.037 -0.961 2.960 0.2359 0.0555 -0.5066
H 1.588 -1.885 -2.593 -0.1079 1.6634 1.8177
H 2.284 -0.604 -2.098 1.4066 0.9278 -0.4931
O 1.572 -1.164 -1.870 -1.3032 -2.4670 -1.1968

(10)
15
Properties=species:S:1:pos:R:3:forces:R:3 method="wB97M-V/def2-TZVPD" multiplicity=1 total_charge=0 energy_ha=-304.7558
C 2.170 0.224 -0.025 0.1637 0.0571 0.0495
N 0.737 -0.016 0.041 -0.1154 -0.3137 0.0034
C 0.221 -1.225 0.067 0.0921 0.1398 0.0047
C -1.250 -1.080 -0.055 -0.2766 0.0082 -0.2187
C -1.493 0.433 0.091 -0.0796 -0.0508 -0.0071
N -2.685 0.911 0.194 0.4084 0.0571 -0.2241
C -0.177 1.007 0.029 -0.0786 0.0666 -0.1617
H 2.701 -0.708 0.177 -0.0965 0.1462 -0.0183
H 2.433 0.587 -1.022 -0.0767 -0.0420 0.1658
H 2.442 0.975 0.718 -0.0119 -0.0761 -0.0819
H 0.833 -2.113 0.102 -0.0061 0.1425 -0.0586
H -1.869 -1.721 0.577 0.1308 0.1735 0.0363
H -1.526 -1.315 -1.103 0.0283 0.0383 0.2757
H -2.668 1.932 0.132 0.0347 -0.1648 0.1773
H 0.165 2.033 0.040 -0.1165 -0.1816 0.0576